Entry from OMol25: C2H4N4O2 as an isolated structure (wB97M-V/def2-TZVPD).

```
12
Properties=species:S:1:pos:R:3:forces:R:3
C -1.0481 -0.2879 0.3118 -4.265 1.505 -3.642
C 0.8922 0.8633 0.5042 -2.883 1.337 -0.743
H 0.5681 0.0815 -2.6697 -0.247 -2.350 4.887
H 1.4507 -0.8266 -0.9247 -3.798 1.394 -3.352
H -1.2675 -1.3030 -0.9945 -3.404 0.965 -0.086
H 0.4715 0.3088 2.8341 -1.242 3.106 -4.251
N 0.3758 -0.5223 -1.5489 3.090 2.570 -0.210
N -0.2064 0.5776 -0.5491 3.471 -3.593 1.284
N -1.1072 -0.2420 1.5535 2.470 2.901 -0.344
N -0.0836 0.9423 1.6278 3.868 -3.997 6.414
O -2.0768 -0.7879 -0.4499 4.774 -2.877 -0.786
O 2.0313 1.1962 0.3054 -1.832 -0.961 0.829
```
Positions in Å, forces in eV/Å.

Output
Energy above the lowest of the compared OMol25 structures with the same formula, charge and spin in kJ/mol: 703.6
HOMO level in eV: -10.2

***

Entry from OMol25: a single H3NO2S2 molecule (wB97M-V/def2-TZVPD).

```
8
Properties=species:S:1:pos:R:3:forces:R:3
N 1.6059 -0.1952 -0.5282 0.172 -2.408 -1.798
O -0.8008 -0.5346 -0.3000 0.221 0.731 0.752
O 0.5452 1.4978 0.7273 -0.479 2.061 2.615
S -2.4353 -0.3814 -0.0121 -0.156 1.259 1.025
S 0.3538 0.8457 -0.5023 -0.683 -2.025 -1.157
H 2.0736 -0.5309 0.3049 -0.293 1.013 0.716
H 1.2394 -1.0778 -0.9185 0.432 0.519 -0.459
H -2.5817 0.3765 1.2289 0.786 -1.149 -1.694
```
Positions in Å, forces in eV/Å.

Output
Energy above the lowest of the compared OMol25 structures with the same formula, charge and spin in kJ/mol: 37.5
HOMO level in eV: -9.0

***

Entry from OMol25: a 2-piece molecular cluster, C14H16 overall (wB97M-V/def2-TZVPD).

```
30
Properties=species:S:1:pos:R:3:forces:R:3
C -0.5073 2.0282 0.5392 1.270 -1.550 6.691
C 2.2027 0.1543 2.3745 0.599 0.517 -2.417
C 3.3708 0.3417 1.5807 -0.143 -0.242 0.891
C 1.0421 0.7382 1.9509 2.006 1.847 -1.617
C 0.9321 1.5869 0.7736 -1.221 -3.254 2.470
C 3.3101 1.1699 0.4344 2.265 -1.036 0.470
C 2.0416 1.6692 -0.0039 2.076 0.313 0.950
H 2.1435 -0.5094 3.1932 0.412 -0.412 0.985
H 4.2792 -0.1705 2.0189 -0.761 0.985 -1.174
H 0.2799 0.7308 2.6256 -2.559 -0.289 1.452
H 4.4145 1.3457 -0.0355 -3.324 -0.125 0.554
H -0.6753 2.1811 -0.3975 -1.246 1.709 -5.745
H -0.5734 2.9120 1.2428 -0.785 -0.732 -1.125
H 2.0135 2.3499 -0.7856 0.104 0.895 -1.838
H -1.2515 1.1824 0.8776 1.514 1.786 -0.344
C 0.1543 -1.5355 0.1618 -2.165 -2.135 3.067
C -1.8822 -1.2059 -2.8707 1.273 -1.990 1.290
C -3.1387 -1.0204 -2.3253 1.848 1.734 2.061
C -0.8095 -1.5307 -2.0281 -3.403 1.843 -1.041
C -1.0236 -1.3661 -0.6387 0.390 0.297 0.000
C -3.2446 -0.6071 -0.9702 1.307 -1.319 0.475
C -2.2159 -0.8379 -0.0733 -0.965 -0.585 -1.765
H -1.9045 -1.2860 -3.9117 0.798 -0.112 -1.540
H -3.9306 -0.8964 -2.9690 -1.944 0.009 -1.200
H 0.1689 -1.6467 -2.3534 1.541 -0.612 -0.746
H -4.1455 -0.1834 -0.6956 -1.753 0.657 0.897
H -0.1432 -1.7172 1.2267 0.306 0.774 -0.636
H 0.7348 -0.6673 0.0955 1.508 1.410 -0.132
H -2.2776 -0.7552 0.9990 -0.185 0.339 0.044
H 0.6356 -2.4544 -0.0362 1.239 -0.722 -0.977
```
Positions in Å, forces in eV/Å.

Output
Multiplicity: 2
Energy above the lowest of the compared OMol25 structures with the same formula, charge and spin in kJ/mol: 245.9
HOMO level (alpha / beta) in eV: -12.0 / -11.8
Charge: +1

***

Entry from OMol25: C5H10HgO4 as an isolated structure (wB97M-V/def2-TZVPD).

```
20
Properties=species:S:1:pos:R:3:forces:R:3
O 3.6543 0.7378 -0.4646 0.654 -0.080 -0.481
C 2.8230 0.9669 0.4497 0.303 -0.821 0.831
O 3.0807 0.7944 1.6669 -0.021 0.047 0.287
O 1.5935 1.3324 0.0598 0.060 0.181 -0.453
C 0.5734 1.4219 1.0516 -0.068 -0.617 0.172
C -0.7120 1.8302 0.4004 -1.787 -1.453 -1.611
H 0.8648 2.1653 1.8103 -0.195 -0.145 -0.203
H 0.4600 0.4498 1.5563 0.057 0.287 -0.114
H -1.4423 2.1518 1.1557 0.170 -0.363 -0.268
H -0.5741 2.6376 -0.3318 0.009 -0.442 0.103
Hg 5.3912 -0.1961 1.0484 -1.260 0.675 -0.419
O -1.4825 0.5268 -0.4652 2.516 3.230 2.564
H -2.1670 0.9967 -0.9496 -0.111 0.129 -0.093
C -1.2901 -2.6404 -0.7749 0.253 0.368 0.393
C -2.1987 -1.5378 -1.2139 -1.065 -1.345 -0.801
H -1.6646 -3.6195 -1.1135 0.133 0.112 0.015
H -0.2717 -2.5002 -1.1638 -0.251 -0.109 0.032
H -1.2174 -2.6876 0.3260 -0.051 0.012 -0.374
H -3.1975 -1.5207 -0.7630 0.423 0.199 0.046
H -2.2229 -1.3093 -2.2848 0.230 0.133 0.374
```
Positions in Å, forces in eV/Å.

Output
Multiplicity: 3
Energy above the lowest of the compared OMol25 structures with the same formula, charge and spin in kJ/mol: 149.1
HOMO level (alpha / beta) in eV: -6.9 / -9.7